[1]
The following is a quantum chemistry calculation of a molecular structure, C37H26N2O5S at a distorted geometry, from the OMol25 dataset.

The geometry in XYZ format:
```
71
Properties=species:S:1:pos:R:3:forces:R:3:mulliken_charge:R:1
C 1.181 -0.044 1.418 -0.29 0.07 0.79 -0.632
O 1.266 0.761 0.256 0.47 -0.35 -0.49 -0.349
C 0.817 0.061 -0.905 -1.08 -0.06 0.27 -0.920
C -0.681 -0.244 -0.710 1.08 0.53 -0.55 0.912
C -1.074 -1.545 -0.682 -0.18 0.20 0.02 -0.847
C -2.459 -1.832 -0.461 0.68 0.51 -0.13 0.906
N -3.025 -3.056 -0.391 -0.67 1.66 0.24 -0.718
S -4.572 -2.709 -0.078 -0.77 -0.72 0.03 0.153
N -4.635 -1.103 -0.032 1.36 -0.46 -0.26 -0.669
C -3.357 -0.708 -0.270 -0.35 -0.38 -0.01 0.594
C -2.900 0.647 -0.338 0.55 0.07 0.01 -1.185
C -1.570 0.904 -0.556 -0.51 -0.67 0.29 1.077
C -1.103 2.347 -0.626 -0.36 0.20 -0.12 -1.455
H 0.161 -0.069 1.858 0.27 0.08 -0.42 0.187
H 1.819 0.426 2.184 -0.04 -0.34 -0.41 0.253
H 1.460 -1.100 1.244 0.18 0.48 -0.02 0.334
H 1.415 -0.856 -1.064 -0.32 0.21 0.16 0.395
H 0.922 0.675 -1.814 0.25 0.18 0.57 0.281
H -0.306 -2.312 -0.824 -0.56 0.04 0.11 0.390
H -3.567 1.503 -0.215 -0.12 -0.52 0.01 0.347
H -1.937 3.018 -0.354 0.24 -0.38 -0.15 0.386
H -0.835 2.608 -1.667 0.21 -0.09 0.49 0.271
H -0.284 2.580 0.068 -0.09 -0.27 -0.46 0.288
C 1.862 4.165 -8.672 0.05 0.04 0.03 -0.478
C 2.757 5.213 -8.862 -0.02 -0.06 0.05 -0.461
C 3.653 5.552 -7.861 -0.03 0.07 -0.18 -0.532
C 3.652 4.851 -6.661 -0.12 -0.11 0.03 0.156
C 2.738 3.814 -6.462 0.10 0.11 -0.03 0.094
C 1.852 3.467 -7.475 -0.10 0.00 -0.16 -0.501
C 2.689 3.085 -5.167 -0.28 -0.32 0.05 0.531
O 1.897 2.180 -4.993 0.02 0.05 0.01 -0.690
C 3.624 3.493 -4.085 0.08 0.11 -0.02 0.103
C 3.554 2.861 -2.850 0.02 -0.08 0.22 -0.651
C 4.427 3.221 -1.836 0.05 0.05 -0.03 -0.500
C 5.381 4.209 -2.056 -0.07 -0.04 -0.05 -0.456
C 5.452 4.847 -3.284 0.09 0.01 0.18 -0.662
C 4.569 4.498 -4.299 -0.08 -0.09 0.02 0.442
C 4.632 5.214 -5.602 0.29 0.31 -0.07 0.585
O 5.461 6.079 -5.795 -0.04 -0.04 0.01 -0.661
H 1.168 3.896 -9.459 0.01 0.00 0.02 0.398
H 2.755 5.765 -9.793 0.01 -0.02 0.02 0.395
H 4.352 6.365 -8.012 0.05 -0.06 0.13 0.467
H 1.152 2.655 -7.328 0.06 0.01 0.13 0.469
H 2.816 2.090 -2.676 -0.01 0.03 -0.14 0.637
H 4.365 2.730 -0.873 -0.02 0.00 -0.03 0.462
H 6.067 4.485 -1.265 -0.02 0.00 -0.02 0.389
H 6.192 5.618 -3.452 -0.08 0.00 -0.13 0.479
C -2.379 -7.822 6.366 0.00 0.06 0.04 -0.495
C -2.240 -7.256 7.630 -0.02 0.02 -0.07 -0.461
C -2.315 -5.881 7.787 0.03 -0.15 0.13 -0.540
C -2.517 -5.065 6.680 0.01 -0.07 -0.14 0.134
C -2.632 -5.632 5.410 0.01 0.05 0.14 0.134
C -2.574 -7.013 5.259 0.02 -0.19 0.03 -0.496
C -2.800 -4.772 4.207 -0.04 -0.18 -0.39 0.448
O -2.905 -5.264 3.103 0.00 0.02 0.05 -0.668
C -2.829 -3.296 4.387 0.03 0.09 0.13 -0.333
C -2.929 -2.474 3.270 0.00 0.20 -0.16 -0.381
C -2.970 -1.097 3.425 0.01 0.00 0.07 0.237
C -2.921 -0.536 4.697 0.01 -0.07 -0.03 -0.866
C -2.816 -1.350 5.813 0.00 0.20 -0.04 -0.592
C -2.760 -2.731 5.662 -0.01 -0.05 -0.13 0.293
C -2.613 -3.592 6.866 0.02 0.17 0.40 0.618
O -2.566 -3.104 7.977 0.01 -0.02 -0.05 -0.664
H -2.329 -8.897 6.246 0.00 0.03 0.00 0.394
H -2.076 -7.889 8.492 -0.01 0.02 -0.02 0.402
H -2.212 -5.443 8.771 -0.04 0.12 -0.09 0.467
H -2.676 -7.455 4.276 0.00 0.15 -0.03 0.472
H -2.970 -2.905 2.278 0.03 -0.15 0.12 0.572
H -3.042 -0.458 2.552 -0.01 -0.02 0.01 0.420
H -2.960 0.540 4.817 0.00 -0.02 0.00 0.416
H -2.773 -0.912 6.802 0.02 -0.15 0.03 0.472
```
Forces are in eV/Å.

Total charge ... 0
Gap between HOMO and LUMO ... 8.066 eV

***

[2]
The following is a quantum chemistry calculation of a molecular structure, C37H27Br2N6O2S3Sc at a distorted geometry, from the OMol25 dataset.

The geometry in XYZ format:
```
78
Properties=species:S:1:pos:R:3:forces:R:3:mulliken_charge:R:1
Sc -0.862 0.170 0.032 0.88 2.19 -0.42 -0.101
C 0.137 -3.732 -2.068 -0.02 0.10 0.03 -1.579
C -0.494 -2.680 -1.198 0.46 0.45 -0.58 0.790
N -0.299 -1.414 -1.434 -0.06 -0.28 0.45 0.360
N 0.360 -1.132 -2.600 0.26 -0.30 -1.02 -0.596
C 0.788 0.070 -2.794 -0.27 -0.58 0.42 0.516
S 0.833 1.348 -1.658 -0.30 -0.03 -0.04 -0.605
S 1.430 0.464 -4.383 0.03 -0.17 -0.30 -0.173
C 1.756 -1.208 -5.025 -0.28 0.55 0.17 -0.811
C 2.966 -1.855 -4.416 0.11 -0.12 -0.04 0.649
C 3.450 -3.028 -4.988 -0.01 0.05 0.08 -0.500
C 4.560 -3.663 -4.462 0.07 -0.12 -0.02 -0.557
C 5.205 -3.136 -3.354 0.09 -0.08 0.07 -0.459
C 4.729 -1.972 -2.780 0.05 -0.04 0.01 -0.855
C 3.621 -1.335 -3.310 0.04 -0.02 0.07 -0.067
C -1.316 -3.094 -0.072 -0.15 0.50 0.67 0.319
C -2.108 -4.240 -0.159 -0.01 0.11 0.07 -0.788
C -2.886 -4.654 0.900 -0.04 -0.16 -0.08 -0.785
C -2.851 -3.948 2.096 0.03 0.00 -0.04 -0.512
C -2.085 -2.812 2.212 0.12 0.27 -0.13 -0.497
C -1.329 -2.325 1.129 -0.34 -1.46 -0.14 0.489
O -0.608 -1.245 1.253 0.38 -0.90 1.17 -0.433
H 1.174 -3.460 -2.270 -0.09 0.00 -0.05 0.274
H -0.378 -3.793 -3.027 0.01 0.01 -0.10 0.297
H 0.105 -4.701 -1.578 -0.03 -0.03 -0.01 0.509
H 1.879 -1.093 -6.102 -0.02 0.01 -0.03 0.564
H 0.854 -1.789 -4.829 0.08 -0.07 -0.07 0.169
H 2.955 -3.444 -5.854 -0.07 -0.03 -0.10 0.413
H 4.926 -4.571 -4.920 0.03 -0.06 -0.03 0.378
H 6.071 -3.631 -2.940 0.06 -0.05 0.01 0.386
H 5.217 -1.546 -1.915 0.07 0.00 0.06 0.437
H 3.279 -0.420 -2.851 -0.05 0.06 0.01 0.463
H -2.145 -4.785 -1.090 0.06 -0.10 -0.08 0.472
H -3.513 -5.525 0.800 -0.06 -0.12 0.00 0.404
H -3.422 -4.294 2.945 -0.11 -0.02 0.08 0.407
H -2.059 -2.254 3.137 0.05 0.07 0.09 0.482
Br -5.492 -0.423 -1.684 -0.02 0.24 -0.04 -0.190
C -4.612 1.253 -1.536 0.65 -0.75 0.37 -0.329
C -5.246 2.422 -1.944 0.08 0.64 -0.06 -0.447
C -4.597 3.628 -1.849 -0.42 -0.14 -0.14 0.107
Br -5.481 5.205 -2.442 0.00 -0.13 0.01 -0.241
C -3.302 3.717 -1.301 0.18 -0.30 0.16 0.210
C -2.554 4.904 -1.174 0.28 0.01 0.11 -0.820
C -1.313 4.861 -0.595 -0.33 0.03 -0.04 -1.207
C -0.833 3.637 -0.110 0.07 -0.27 0.15 -0.318
N -1.489 2.503 -0.226 0.13 0.38 -0.11 0.598
C -2.692 2.518 -0.839 -0.47 0.07 -0.23 0.820
C -3.320 1.232 -1.003 -1.09 0.96 -0.51 0.057
O -2.705 0.155 -0.652 -0.35 -0.39 0.11 0.058
H -6.248 2.374 -2.342 -0.05 -0.01 -0.05 0.442
H -2.955 5.839 -1.538 -0.06 -0.02 -0.03 0.331
H -0.717 5.756 -0.505 0.06 -0.02 0.06 0.433
H 0.131 3.581 0.377 0.11 -0.01 0.01 0.469
N 1.311 1.569 3.816 -0.51 -0.02 0.08 0.012
C 2.704 1.568 3.653 0.61 0.01 -0.08 -0.188
C 3.524 1.967 4.696 -0.07 -0.04 -0.13 -0.702
C 4.908 1.960 4.548 -0.10 -0.02 0.06 -0.625
C 5.475 1.538 3.364 0.02 -0.02 -0.06 -0.681
C 4.658 1.145 2.311 -0.17 0.04 0.12 -0.721
C 3.286 1.169 2.451 -0.67 -0.05 -0.13 0.810
S 2.253 0.757 1.042 1.28 0.02 0.18 -0.060
N 0.714 1.066 1.594 -0.66 0.33 0.65 0.085
C 0.404 1.356 2.808 0.67 -0.05 -0.64 1.008
C -1.037 1.436 3.125 -0.81 0.11 0.39 0.361
C -1.526 1.849 4.368 0.28 -0.11 -0.36 -1.052
C -2.887 1.800 4.611 -0.18 -0.10 -0.20 -0.628
C -3.731 1.351 3.610 0.27 0.14 0.14 -1.094
C -3.170 1.007 2.387 -0.25 0.03 -0.03 -0.338
N -1.869 1.049 2.146 0.33 -0.11 0.25 0.767
H 0.977 1.781 4.742 -0.03 -0.09 -0.21 0.071
H 3.081 2.285 5.629 -0.05 0.05 0.11 0.384
H 5.530 2.287 5.366 0.05 0.00 0.09 0.380
H 6.547 1.515 3.246 0.11 0.01 0.00 0.399
H 5.081 0.820 1.376 0.13 -0.03 -0.19 0.489
H -0.873 2.214 5.145 0.09 0.01 0.05 0.437
H -3.281 2.107 5.569 -0.01 0.01 0.06 0.431
H -4.795 1.283 3.768 -0.11 -0.02 -0.06 0.483
H -3.797 0.684 1.566 0.02 -0.07 -0.04 0.542
```
Forces are in eV/Å.

ΔE to the lowest compared entry with this formula, charge and spin ... 0.848 eV
Total charge ... 0
Gap between HOMO and LUMO ... 6.590 eV

***

[3]
The following is a quantum chemistry calculation of a molecular structure, C37H27BrIN5O3SSr, from the OMol25 dataset.

The geometry in XYZ format:
```
76
Properties=species:S:1:pos:R:3:forces:R:3:mulliken_charge:R:1
Sr 0.236 0.264 -0.441 -0.13 -0.23 0.95 1.664
C -3.228 3.566 -0.462 0.03 -0.03 0.01 -1.163
C -2.105 2.809 -0.097 -0.12 0.01 -0.01 -0.408
N -2.127 1.494 -0.013 0.25 0.02 -0.13 0.485
C -3.272 0.835 -0.279 0.00 0.00 0.02 -0.320
C -4.437 1.504 -0.681 -0.05 -0.03 0.00 1.344
C -4.387 2.905 -0.766 -0.06 0.04 -0.02 -0.680
C -5.627 0.761 -0.986 0.05 0.06 0.01 -1.073
C -5.644 -0.578 -0.861 0.04 -0.06 0.01 -0.952
C -4.484 -1.292 -0.407 -0.07 -0.01 0.00 1.274
C -4.502 -2.682 -0.224 -0.04 -0.01 -0.02 -0.845
C -3.382 -3.310 0.247 -0.01 0.00 -0.01 -1.139
C -2.243 -2.537 0.500 0.06 0.01 0.04 -0.425
N -2.178 -1.236 0.313 -0.02 0.11 -0.10 0.257
C -3.294 -0.607 -0.121 -0.02 0.01 -0.02 -0.033
H -3.162 4.643 -0.512 0.02 0.00 0.00 0.453
H -1.154 3.281 0.128 -0.01 0.01 -0.01 0.461
H -5.274 3.446 -1.072 0.00 0.00 0.00 0.424
H -6.504 1.302 -1.318 0.00 0.00 0.00 0.390
H -6.536 -1.147 -1.095 0.00 0.00 0.00 0.389
H -5.403 -3.236 -0.453 0.00 0.00 0.00 0.419
H -3.361 -4.378 0.414 0.02 0.00 0.01 0.444
H -1.343 -3.010 0.873 -0.01 -0.02 -0.01 0.630
I 0.079 0.309 2.981 0.00 0.09 -0.08 0.112
C 1.042 2.175 3.208 -0.10 -0.25 0.01 0.306
C 1.253 2.577 4.494 0.11 0.20 -0.09 -0.786
C 1.889 3.818 4.725 -0.05 -0.09 0.08 -0.517
C 2.279 4.587 3.671 0.03 0.05 -0.06 -1.009
C 2.056 4.169 2.335 -0.03 -0.09 -0.03 1.113
C 2.460 4.985 1.250 0.00 0.04 0.05 -0.686
C 2.233 4.579 -0.032 -0.01 0.02 -0.04 -1.150
C 1.602 3.335 -0.278 0.00 0.04 0.07 -0.181
C 1.178 2.470 0.717 -0.21 0.02 -0.08 -0.243
C 1.415 2.922 2.054 0.17 0.18 0.10 -0.071
H 0.941 1.960 5.325 0.00 0.00 0.02 0.395
H 2.060 4.148 5.742 0.00 -0.01 0.00 0.381
H 2.766 5.541 3.839 0.00 0.00 0.00 0.371
H 2.939 5.935 1.463 0.00 0.00 -0.01 0.302
H 2.536 5.213 -0.859 -0.01 -0.02 -0.01 0.400
H 1.443 3.069 -1.325 0.01 0.02 -0.01 0.391
C 5.201 2.420 0.466 0.04 -0.08 0.00 -0.743
C 5.102 1.080 -0.277 -0.14 0.18 0.03 -0.423
C 3.830 0.430 0.033 0.16 -0.08 0.23 -0.060
N 2.840 -0.034 0.382 0.04 -0.12 -0.29 0.159
H 6.147 2.904 0.225 -0.01 0.01 0.00 0.393
H 5.150 2.265 1.543 0.02 0.00 0.00 0.315
H 4.380 3.076 0.187 0.01 0.01 -0.01 -0.003
H 5.906 0.403 0.010 0.00 -0.03 -0.01 0.340
H 5.159 1.224 -1.357 -0.02 -0.02 -0.01 0.250
O -3.015 -1.664 -3.361 -0.05 0.03 0.06 -0.690
C -1.934 -1.159 -3.592 0.15 -0.07 -0.12 0.066
N -1.018 -0.748 -2.668 0.10 0.04 -0.10 -0.102
S 0.292 -0.128 -3.344 -0.15 0.01 -0.24 0.884
O 0.393 1.282 -2.977 0.02 -0.09 -0.10 -0.542
O 1.467 -0.882 -2.947 0.00 0.00 -0.13 -0.526
C -0.163 -0.366 -5.030 -0.07 0.03 0.02 0.244
C 0.498 -0.069 -6.204 0.05 0.01 0.04 -0.666
C -0.153 -0.379 -7.392 0.03 0.01 0.02 -0.511
C -1.418 -0.960 -7.383 0.00 0.00 0.03 -0.478
C -2.066 -1.247 -6.187 -0.03 -0.01 -0.08 -0.543
C -1.420 -0.940 -5.006 -0.02 0.03 0.11 0.099
H 1.481 0.384 -6.198 0.00 0.00 -0.02 0.467
H 0.332 -0.163 -8.335 -0.02 -0.01 -0.01 0.396
H -1.901 -1.189 -8.324 -0.01 0.00 0.00 0.396
H -3.050 -1.696 -6.158 0.00 0.00 -0.01 0.515
Br 2.342 -6.842 0.088 -0.01 0.00 -0.01 -0.161
C 1.759 -5.046 0.028 0.04 -0.07 0.04 0.128
C 2.069 -4.190 1.069 -0.04 0.02 -0.05 -0.877
C 1.621 -2.882 0.974 -0.01 0.07 0.04 -0.418
N 0.903 -2.424 -0.050 0.05 0.08 -0.14 0.909
C 0.621 -3.267 -1.044 0.00 -0.10 0.03 -0.222
C 1.028 -4.593 -1.054 -0.01 0.05 0.01 -0.931
H 2.641 -4.522 1.923 0.00 0.01 0.01 0.466
H 1.848 -2.164 1.753 0.01 -0.02 0.00 0.339
H 0.036 -2.868 -1.864 0.00 0.03 0.01 0.308
H 0.780 -5.243 -1.880 0.00 0.01 0.00 0.500
```
Forces are in eV/Å.

ΔE to the lowest compared entry with this formula, charge and spin ... 0.285 eV
Total charge ... 0
Gap between HOMO and LUMO ... 7.257 eV

***

[4]
The following is a quantum chemistry calculation of a molecular structure, C37H27F15N6O2Ti at a distorted geometry, from the OMol25 dataset.

The geometry in XYZ format:
```
88
Properties=species:S:1:pos:R:3:forces:R:3:mulliken_charge:R:1
Ti -1.285 -1.059 -0.430 0.36 0.28 1.62 -1.693
C 1.145 -1.273 2.924 -0.12 0.04 -0.05 -1.089
N 0.828 -1.871 1.633 -0.03 -0.27 0.41 1.528
C 2.063 -2.388 1.048 -0.05 0.14 -0.16 -1.974
C 2.900 -1.315 0.299 0.15 -0.26 0.14 -0.994
N 2.200 -0.066 0.058 -0.26 -0.39 -0.57 1.265
C 2.507 1.096 0.703 0.17 0.99 0.58 0.607
C 3.441 1.217 1.771 0.03 0.06 0.02 0.027
F 4.237 0.194 2.173 -0.18 0.00 -0.05 -0.439
C 3.644 2.366 2.523 -0.19 0.13 -0.11 0.449
F 4.534 2.324 3.520 -0.14 0.05 -0.10 -0.325
C 2.945 3.532 2.264 -0.08 -0.22 -0.21 0.584
F 3.087 4.626 3.020 0.04 -0.11 -0.14 -0.334
C 2.087 3.500 1.177 0.23 -0.05 0.22 0.258
F 1.399 4.592 0.830 0.10 -0.05 0.12 -0.386
C 1.900 2.348 0.429 0.00 0.11 0.09 -0.144
F 1.053 2.539 -0.601 0.14 -0.07 0.11 -0.301
C -0.150 -2.952 1.764 -0.17 0.24 0.13 -1.527
C -1.507 -2.470 2.263 0.30 -0.40 0.22 -1.898
N -2.108 -1.472 1.390 1.22 -0.34 -0.36 1.907
C -3.178 -0.822 1.871 -1.86 1.07 0.67 -0.935
C -3.704 -0.779 3.195 0.43 -0.15 -0.37 0.401
F -3.168 -1.508 4.203 -0.16 0.18 -0.16 -0.344
C -4.766 0.034 3.559 -0.22 0.28 -0.14 0.310
F -5.152 0.046 4.840 0.01 0.02 -0.24 -0.315
C -5.411 0.855 2.640 0.19 -0.18 0.03 0.616
F -6.410 1.665 3.020 0.23 -0.20 -0.13 -0.326
C -4.977 0.810 1.318 -0.09 0.11 0.08 0.050
F -5.554 1.571 0.381 0.05 -0.17 0.21 -0.338
C -3.931 -0.018 0.980 0.42 -0.35 -0.02 0.310
F -3.546 -0.084 -0.335 -0.24 0.04 0.69 -0.171
H 1.655 -1.986 3.587 0.01 -0.02 0.03 0.416
H 1.791 -0.411 2.779 0.04 0.02 0.05 -0.109
H 0.244 -0.937 3.430 -0.01 0.07 0.04 0.414
H 2.692 -2.841 1.830 -0.06 -0.03 -0.04 0.587
H 1.807 -3.184 0.346 0.04 0.06 0.11 0.520
H 3.828 -1.141 0.824 -0.08 0.00 -0.08 1.079
H 3.170 -1.736 -0.670 0.07 0.05 0.07 0.171
H -0.267 -3.419 0.779 0.10 -0.09 0.07 0.312
H 0.204 -3.721 2.473 -0.05 -0.09 -0.18 0.541
H -2.170 -3.346 2.337 0.17 0.15 0.08 0.479
H -1.370 -2.085 3.277 -0.09 -0.11 -0.21 0.723
C -1.264 2.620 2.111 0.02 -0.08 -0.20 -1.370
C -1.715 3.578 1.207 0.07 -0.28 -0.03 -1.202
C -1.883 3.217 -0.112 0.01 -0.30 0.02 -0.868
C -1.598 1.907 -0.520 -0.12 0.77 0.24 0.735
N -1.192 0.980 0.372 -0.28 0.44 -0.57 1.765
C -1.029 1.340 1.644 0.15 0.19 0.59 -0.232
C -1.675 1.461 -1.906 -0.05 -0.28 -0.52 0.134
C -1.842 2.348 -2.973 0.04 -0.14 0.23 -0.468
C -1.852 1.871 -4.267 -0.02 0.05 -0.03 -1.038
C -1.651 0.522 -4.505 0.01 -0.13 0.09 -1.009
C -1.474 -0.361 -3.448 0.06 -0.14 -0.19 -0.653
C -1.513 0.082 -2.132 -0.40 0.92 -0.21 1.837
H -1.107 2.863 3.151 0.04 -0.07 0.05 0.614
H -1.919 4.588 1.531 -0.03 0.06 0.02 0.501
H -2.231 3.939 -0.832 -0.02 0.02 -0.06 0.508
H -0.681 0.569 2.317 -0.07 -0.05 -0.06 -0.076
H -1.937 3.408 -2.801 -0.03 0.14 0.02 0.350
H -2.000 2.554 -5.091 0.05 0.04 -0.05 0.437
H -1.626 0.154 -5.521 0.01 -0.05 -0.08 0.466
H -1.295 -1.409 -3.670 -0.08 0.07 0.03 0.417
F -1.779 -3.290 -2.246 0.03 -0.08 0.20 -0.316
C -2.504 -2.582 -1.280 -1.00 -0.56 -1.70 1.105
F -3.500 -1.961 -2.018 -0.10 -0.37 0.32 -0.309
C -3.216 -3.688 -0.500 -0.11 -0.40 0.72 0.468
F -3.990 -4.492 -1.228 0.08 0.22 -0.35 -0.302
F -2.294 -4.482 0.090 0.16 0.02 -0.04 -0.261
F -3.986 -3.197 0.483 -0.19 0.08 -0.19 -0.233
O 5.311 1.672 -1.142 -0.04 0.24 0.22 -0.475
C 5.053 0.878 -2.285 0.05 -0.43 -0.16 -0.493
N 3.993 1.474 -3.034 0.38 0.23 -0.06 -0.077
C 2.652 1.244 -2.865 0.10 -0.16 -0.16 -0.359
O 1.829 2.075 -3.186 -0.17 0.08 0.01 -0.609
C 2.263 -0.100 -2.371 -0.38 -0.60 -0.10 -0.457
C 2.598 -1.248 -2.996 -0.10 0.85 0.20 0.383
C 1.962 -2.466 -2.614 -0.61 -0.28 0.30 -2.038
C 0.912 -2.413 -1.746 0.58 -1.06 -0.75 -0.207
N 0.483 -1.299 -1.111 0.86 -0.24 -0.39 1.415
C 1.338 -0.138 -1.178 0.52 0.91 0.30 -0.949
H 6.181 1.462 -0.790 0.04 -0.05 -0.01 0.287
H 4.756 -0.133 -1.978 0.05 0.20 -0.19 0.296
H 5.942 0.821 -2.928 -0.09 0.00 0.17 0.427
H 4.192 2.409 -3.372 -0.10 -0.09 0.00 0.322
H 3.279 -1.238 -3.834 0.12 0.03 -0.10 0.569
H 2.242 -3.390 -3.090 -0.10 -0.16 0.03 0.442
H 0.351 -3.322 -1.556 0.00 0.07 -0.03 0.594
H 0.705 0.745 -1.204 0.26 -0.22 0.01 0.022
```
Forces are in eV/Å.

ΔE to the lowest compared entry with this formula, charge and spin ... 1.979 eV
Total charge ... 0
Gap between HOMO and LUMO ... 7.024 eV